Model a:
{
  "formula": "C23H27F3N2O4S3",
  "method": "ωB97M-V/def2-TZVPD",
  "charge": 0,
  "multiplicity": 1,
  "homo_ha": -0.23004,
  "gap_ev": 5.901,
  "species": ["C", "C", "C", "C", "N", "C", "C", "C", "C", "C", "C", "H", "H", "H", "H", "H", "H", "H", "H", "H", "H", "H", "H", "H", "H", "H", "H", "H", "F", "C", "F", "F", "S", "N", "S", "C", "C", "C", "C", "C", "C", "O", "O", "S", "C", "C", "C", "C", "C", "C", "O", "O", "H", "H", "H", "H", "H", "H", "H", "H", "H", "H"],
  "coordinates": [[2.631, 3.842, 3.206], [1.225, 3.980, 3.792], [0.559, 2.628, 4.058], [0.944, 1.515, 3.092], [0.395, 0.308, 3.347], [-0.596, 0.052, 4.377], [-0.956, -1.436, 4.248], [0.030, -2.051, 3.252], [0.824, -0.887, 2.650], [1.826, 1.725, 2.052], [2.659, 2.946, 1.949], [3.020, 4.835, 2.953], [3.295, 3.404, 3.961], [1.288, 4.541, 4.734], [0.600, 4.572, 3.109], [0.845, 2.324, 5.082], [-0.530, 2.790, 4.071], [-0.175, 0.257, 5.375], [-1.473, 0.702, 4.265], [-0.879, -1.918, 5.225], [-1.987, -1.531, 3.894], [0.725, -2.720, 3.764], [-0.468, -2.610, 2.456], [0.598, -0.794, 1.584], [1.911, -1.064, 2.717], [1.976, 0.975, 1.283], [2.341, 3.542, 1.075], [3.703, 2.648, 1.746], [2.076, -3.045, -5.368], [2.093, -1.975, -4.531], [2.905, -1.018, -5.046], [0.841, -1.453, -4.466], [2.716, -2.577, -2.909], [2.236, -1.244, -1.971], [3.683, -0.268, -1.406], [3.429, 1.123, -2.497], [4.391, 1.439, -3.459], [4.164, 2.525, -4.308], [3.005, 3.295, -4.175], [2.048, 2.954, -3.216], [2.263, 1.872, -2.358], [3.386, 0.076, -0.040], [4.901, -0.956, -1.729], [0.977, -1.697, -0.874], [-0.214, -2.582, -1.855], [-1.346, -1.911, -2.329], [-2.313, -2.615, -3.043], [-2.157, -3.980, -3.289], [-1.014, -4.637, -2.833], [-0.048, -3.948, -2.101], [1.570, -2.578, 0.105], [0.385, -0.440, -0.473], [5.286, 0.823, -3.547], [4.905, 2.769, -5.071], [2.847, 4.161, -4.823], [1.131, 3.532, -3.119], [1.528, 1.604, -1.601], [-1.446, -0.842, -2.156], [-3.193, -2.085, -3.414], [-2.915, -4.525, -3.858], [-0.868, -5.698, -3.041], [0.836, -4.469, -1.736]]
}

=====

Model b:
{
  "formula": "C23H27F3N2O4S3",
  "method": "ωB97M-V/def2-TZVPD",
  "charge": 0,
  "multiplicity": 1,
  "homo_ha": -0.21859,
  "gap_ev": 3.190,
  "species": ["C", "C", "C", "C", "N", "C", "C", "C", "C", "C", "C", "H", "H", "H", "H", "H", "H", "H", "H", "H", "H", "H", "H", "H", "H", "H", "H", "H", "F", "C", "F", "F", "S", "N", "S", "C", "C", "C", "C", "C", "C", "O", "O", "S", "C", "C", "C", "C", "C", "C", "O", "O", "H", "H", "H", "H", "H", "H", "H", "H", "H", "H"],
  "coordinates": [[0.551, 1.496, 3.367], [-0.800, 2.161, 3.123], [-1.895, 1.136, 2.756], [-1.411, -0.149, 2.177], [-2.277, -1.126, 2.073], [-3.698, -0.909, 2.346], [-4.382, -2.263, 2.107], [-3.269, -3.270, 1.766], [-1.931, -2.533, 1.868], [0.029, -0.446, 1.857], [1.010, 0.696, 2.145], [1.302, 2.248, 3.631], [0.462, 0.793, 4.206], [-1.108, 2.707, 4.022], [-0.729, 2.917, 2.332], [-2.453, 0.930, 3.694], [-2.628, 1.622, 2.081], [-3.861, -0.585, 3.390], [-4.113, -0.128, 1.686], [-4.923, -2.570, 3.011], [-5.100, -2.160, 1.283], [-3.281, -4.118, 2.454], [-3.400, -3.640, 0.746], [-1.370, -2.668, 0.931], [-1.309, -2.915, 2.696], [0.371, -1.284, 2.494], [1.100, 1.335, 1.252], [2.005, 0.275, 2.358], [1.160, -2.346, -2.161], [1.492, -1.249, -1.459], [2.747, -1.398, -1.002], [1.437, -0.183, -2.259], [0.175, -1.115, 0.197], [-0.869, -0.043, -0.689], [4.707, -0.249, 0.794], [4.660, 1.421, -0.039], [5.869, 2.062, -0.263], [5.861, 3.363, -0.783], [4.655, 3.987, -1.102], [3.445, 3.304, -0.926], [3.451, 2.001, -0.406], [4.153, -0.096, 2.142], [6.074, -0.731, 0.690], [-2.178, -0.613, -1.451], [-1.796, -0.717, -3.208], [-1.878, 0.406, -4.042], [-1.676, 0.254, -5.416], [-1.399, -1.010, -5.953], [-1.314, -2.120, -5.108], [-1.523, -1.976, -3.737], [-2.491, -1.986, -1.092], [-3.202, 0.393, -1.335], [6.804, 1.568, -0.022], [6.810, 3.879, -0.927], [4.650, 5.006, -1.498], [2.493, 3.773, -1.179], [2.513, 1.455, -0.299], [-2.113, 1.375, -3.611], [-1.752, 1.120, -6.078], [-1.253, -1.134, -7.033], [-1.102, -3.113, -5.514], [-1.501, -2.842, -3.081]]
}

=====

Q: Which of them is the least stable? A: model b.

=====

Model a:
{
  "formula": "H2NO5PS",
  "method": "ωB97M-V/def2-TZVPD",
  "charge": -2,
  "multiplicity": 1,
  "homo_ha": [-0.01503, 0.04272],
  "gap_ev": [6.637, 5.089],
  "species": ["N", "O", "O", "O", "O", "O", "P", "S", "H", "H"],
  "coordinates": [[0.008, 1.080, 0.885], [2.220, -1.362, -1.911], [5.005, -0.505, -0.119], [2.278, -2.173, 0.453], [3.642, 0.712, 1.492], [3.884, 1.603, -0.822], [2.333, -1.002, -0.473], [3.915, 0.458, 0.090], [0.399, 0.248, 1.268], [0.740, 1.772, 1.042]]
}

=====

Model b:
{
  "formula": "H2NO5PS",
  "method": "ωB97M-V/def2-TZVPD",
  "charge": -2,
  "multiplicity": 1,
  "homo_ha": -0.02579,
  "smiles": "N[P@](=O)([O-])S(=O)(=O)[O-]",
  "gap_ev": 7.596,
  "species": ["N", "P", "O", "O", "S", "O", "O", "O", "H", "H"],
  "coordinates": [[-1.641, 0.188, 0.192], [-0.258, 1.131, -0.098], [-0.130, 2.030, 1.122], [-0.304, 1.764, -1.452], [1.107, -0.707, -0.093], [0.597, -1.403, 1.192], [3.213, -0.620, -0.107], [0.758, -1.477, -1.259], [-1.432, -0.527, 1.029], [-1.910, -0.380, -0.526]]
}

=====

Q: Which of them is the least stable? A: model b.

=====

Model a:
{
  "formula": "H3N3O2S",
  "method": "ωB97M-V/def2-TZVPD",
  "charge": 0,
  "multiplicity": 1,
  "homo_ha": -0.33203,
  "gap_ev": 9.116,
  "species": ["N", "N", "N", "O", "O", "S", "H", "H", "H"],
  "coordinates": [[1.223, 1.379, 0.654], [-0.951, 0.198, -1.105], [-1.047, -0.948, -0.716], [-1.705, -1.905, -1.080], [-0.219, -1.405, 0.334], [-0.356, 1.468, -0.174], [1.270, 1.193, 1.624], [1.755, 2.265, 0.456], [0.029, -2.245, 0.006]]
}

=====

Model b:
{
  "formula": "H3N3O2S",
  "method": "ωB97M-V/def2-TZVPD",
  "charge": 0,
  "multiplicity": 1,
  "homo_ha": [-0.33918, -0.35179],
  "gap_ev": [7.531, 7.535],
  "species": ["N", "N", "N", "O", "O", "S", "H", "H", "H"],
  "coordinates": [[-0.026, -0.734, 0.667], [-1.266, -0.243, 0.740], [-2.166, -0.994, -0.045], [-1.667, -1.923, -0.643], [-3.283, -0.508, -0.049], [-1.483, 2.038, -0.125], [0.237, -1.314, -0.166], [0.804, -0.077, 1.045], [-2.577, 1.372, -0.329]]
}

=====

Q: Which of them is the least stable? A: model b.

=====

Model a:
{
  "formula": "FH3S",
  "method": "ωB97M-V/def2-TZVPD",
  "charge": 0,
  "multiplicity": 1,
  "homo_ha": -0.36722,
  "smiles": "F.S",
  "gap_ev": 10.668,
  "species": ["F", "H", "S", "H", "H"],
  "coordinates": [[1.538, 0.240, -2.214], [0.661, -0.054, -2.125], [-0.251, -0.021, 1.068], [-0.370, -0.128, 2.397], [-1.577, -0.036, 0.875]]
}

=====

Model b:
{
  "formula": "FH3S",
  "method": "ωB97M-V/def2-TZVPD",
  "charge": 0,
  "multiplicity": 1,
  "homo_ha": -0.31880,
  "gap_ev": 9.194,
  "species": ["H", "H", "H", "F", "S"],
  "coordinates": [[0.128, -1.320, 0.611], [0.366, -0.762, -1.067], [0.773, 1.126, -1.314], [-0.035, -0.608, 1.184], [-0.059, 0.402, -0.555]]
}

=====

Model c:
{
  "formula": "FH3S",
  "method": "ωB97M-V/def2-TZVPD",
  "charge": 0,
  "multiplicity": 1,
  "homo_ha": -0.37557,
  "smiles": "F.S",
  "gap_ev": 10.797,
  "species": ["F", "H", "S", "H", "H"],
  "coordinates": [[-2.243, -0.045, 0.030], [-1.511, 0.471, -0.219], [1.181, -0.102, -0.016], [2.328, 0.539, 0.253], [0.468, 1.033, -0.045]]
}

=====

Q: Which of them is the least stable? A: model b.